Below is a molecular structure, C23H49NO18S3Si2, with properties calculated with wB97M-V/def2-TZVPD.

Atoms and positions in Å:
C1 1.326 -5.426 0.534
C2 1.505 -4.006 0.023
O1 2.749 -3.887 -0.627
C3 3.185 -2.595 -0.955
C4 2.599 -2.105 -2.301
Si1 1.233 -0.827 -2.112
C5 0.759 -0.052 -3.765
N1 0.395 -1.130 -4.718
C6 1.558 -1.723 -5.393
O2 1.622 0.315 -0.953
Si2 2.513 1.681 -1.298
C7 1.533 2.956 -2.263
C8 0.130 3.166 -1.683
C9 -0.897 3.580 -2.749
C10 -2.337 3.483 -2.208
C11 -3.211 2.497 -2.996
C12 -4.332 1.885 -2.156
O3 -4.423 0.465 -2.318
C13 -4.896 0.042 -3.508
C14 -4.415 -1.336 -3.844
O4 -5.622 0.699 -4.206
C15 4.151 1.253 -2.141
C16 4.370 1.848 -3.531
O5 5.737 2.270 -3.723
C17 6.628 1.265 -3.764
O6 7.766 1.387 -3.432
H1 0.664 -5.983 -0.125
H2 0.838 -5.404 1.505
H3 2.277 -5.942 0.604
H4 0.715 -3.796 -0.710
H5 1.363 -3.269 0.814
H6 3.015 -1.885 -0.145
H7 4.265 -2.686 -1.061
H8 3.386 -1.741 -2.955
H9 2.132 -2.980 -2.754
H10 0.021 -1.524 -1.633
H11 1.526 0.598 -4.204
H12 -0.121 0.573 -3.615
H13 -0.147 -0.673 -5.439
H14 2.476 -1.155 -5.226
H15 1.740 -2.732 -5.029
H16 1.385 -1.798 -6.463
H17 2.846 2.301 0.004
H18 2.095 3.890 -2.183
H19 1.500 2.712 -3.323
H20 0.181 3.947 -0.925
H21 -0.261 2.282 -1.177
H22 -0.765 2.877 -3.571
H23 -0.692 4.599 -3.065
H24 -2.329 3.231 -1.156
H25 -2.787 4.471 -2.300
H26 -2.591 1.704 -3.416
H27 -3.653 3.027 -3.837
H28 -4.143 2.057 -1.101
H29 -5.284 2.356 -2.390
H30 -3.345 -1.317 -4.033
H31 -4.605 -2.004 -3.008
H32 -4.961 -1.693 -4.709
H33 4.315 0.179 -2.185
H34 4.941 1.638 -1.494
H35 3.775 2.733 -3.721
H36 4.141 1.101 -4.295
H37 6.229 0.333 -4.196
C18 1.475 -1.123 4.994
C19 2.958 -1.103 5.292
O7 3.430 -2.339 4.726
S1 2.589 -2.694 3.417
O8 3.311 -2.277 2.272
O9 2.100 -4.020 3.541
O10 1.391 -1.676 3.666
H38 0.955 -1.785 5.680
H39 1.020 -0.137 5.000
H40 3.172 -1.094 6.357
H41 3.465 -0.270 4.802
C20 -2.083 -4.243 8.254
C21 -2.011 -3.766 6.817
O11 -1.721 -2.361 6.941
S2 -0.788 -2.112 8.216
O12 0.566 -2.057 7.791
O13 -1.357 -1.075 8.992
O14 -1.027 -3.523 8.911
H42 -3.032 -3.980 8.723
H43 -1.902 -5.309 8.355
H44 -2.946 -3.891 6.280
H45 -1.200 -4.246 6.267
C22 -4.769 4.675 3.177
C23 -5.100 3.611 2.149
O15 -4.675 4.191 0.907
S3 -3.383 5.102 1.149
O16 -2.214 4.360 0.845
O17 -3.620 6.373 0.572
O18 -3.506 5.198 2.738
H46 -5.504 5.481 3.177
H47 -4.657 4.277 4.180
H48 -6.162 3.391 2.091
H49 -4.538 2.691 2.323

Cartesian forces (eV/Å) of the 2 atoms listed first:
C -0.427 0.156 -0.053
C -0.582 0.100 -0.636

Computed properties:
net charge: 0

---

Below is 8 unconnected molecules or ions with the total composition C23H50BN2O10, with properties calculated with wB97M-V/def2-TZVPD.

Atoms and positions in Å:
C1 0.236 2.873 -0.885
C2 -1.263 2.262 -0.613
C3 -1.353 1.463 0.849
C4 -1.833 1.282 -1.799
C5 -1.955 2.212 -3.181
C6 -0.843 0.002 -2.149
O1 -1.260 -1.269 -1.535
C7 -0.091 -2.005 -0.971
C8 1.212 -2.369 -1.902
N1 2.431 -3.076 -1.348
C9 2.581 -3.530 0.119
C10 4.008 -4.241 0.504
C11 4.158 -5.589 1.485
C12 5.677 -6.138 1.692
N2 6.987 -5.632 1.192
C13 6.929 -4.433 0.309
C14 5.496 -3.757 -0.056
C15 1.331 -3.261 1.156
C16 -0.034 -2.492 0.608
B1 -1.366 -2.164 1.529
O2 -1.325 -1.423 2.839
O3 -2.744 -2.597 1.107
H1 0.494 3.021 -2.037
H2 0.428 3.897 -0.306
H3 1.040 2.118 -0.454
H4 -2.006 3.190 -0.511
H5 -1.569 2.208 1.733
H6 -2.257 0.687 0.771
H7 -0.322 0.941 1.038
H8 -2.939 0.963 -1.542
H9 -0.881 2.281 -3.690
H10 -2.721 1.719 -3.950
H11 -2.367 3.304 -2.931
H12 0.277 0.260 -1.863
H13 -0.917 -0.136 -3.333
H14 1.217 -2.043 -3.047
H15 3.229 -3.258 -2.023
H16 3.208 -6.099 1.978
H17 5.749 -7.123 2.366
H18 7.907 -3.968 -0.172
H19 5.515 -2.825 -0.795
H20 1.387 -3.588 2.279
H21 -2.223 -0.957 2.980
H22 -2.834 -2.544 0.110
C17 -1.221 6.308 1.723
O4 -1.299 4.998 1.192
H23 -0.531 6.897 1.116
H24 -2.211 6.771 1.700
H25 -0.852 6.264 2.751
H26 -1.918 4.499 1.752
C18 -4.673 5.300 0.941
O5 -4.030 4.961 2.156
H27 -4.024 5.025 0.106
H28 -5.616 4.754 0.862
H29 -4.860 6.377 0.915
H30 -4.629 5.216 2.878
C19 6.395 -4.907 -3.799
O6 5.234 -4.118 -3.985
H31 6.233 -5.581 -2.954
H32 6.586 -5.495 -4.700
H33 7.248 -4.258 -3.586
H34 5.407 -3.530 -4.740
C20 -5.866 0.555 -3.924
O7 -5.422 1.400 -2.879
H35 -5.593 -0.476 -3.688
H36 -6.952 0.629 -4.019
H37 -5.387 0.851 -4.861
H38 -5.679 2.307 -3.116
C21 0.677 0.826 5.264
O8 0.663 -0.583 5.125
H39 0.856 1.078 6.312
H40 1.478 1.245 4.649
H41 -0.287 1.233 4.952
H42 0.503 -0.776 4.186
C22 -5.371 -2.218 2.979
O9 -5.733 -0.885 2.667
H43 -5.999 -2.573 3.799
H44 -5.526 -2.853 2.103
H45 -4.323 -2.250 3.285
H46 -5.159 -0.597 1.936
C23 4.327 2.225 -0.675
O10 3.485 3.318 -0.993
H47 3.708 1.359 -0.431
H48 4.959 1.989 -1.535
H49 4.948 2.481 0.188
H50 4.062 4.071 -1.204

Cartesian forces (eV/Å) of the 2 atoms listed first:
C 0.618 -0.278 0.251
C -0.551 0.330 0.822

Computed properties:
net charge: +1

---

Below is 2 unconnected molecules or ions with the total composition C23H50BrClIN3O4P2S, with properties calculated with wB97M-V/def2-TZVPD.

Atoms and positions in Å:
C1 2.197 1.651 0.095
C2 2.823 0.483 -0.701
C3 3.335 0.948 -2.066
C4 2.252 1.056 -3.150
C5 1.567 -0.291 -3.457
C6 0.064 -0.222 -3.722
C7 -0.742 0.376 -2.557
C8 -2.227 0.108 -2.777
C9 -3.196 0.960 -1.946
P1 -4.870 0.209 -2.362
C10 -6.273 1.297 -1.889
C11 -5.021 -1.361 -1.449
C12 -3.152 2.434 -2.402
C13 -3.019 3.513 -1.325
I1 -0.943 3.618 -0.632
C14 -3.334 4.937 -1.870
Br1 -2.380 5.307 -3.524
C15 -4.810 5.337 -1.998
C16 -5.583 4.860 -3.249
C17 -3.894 3.197 -0.099
Cl1 -3.606 4.316 1.240
S1 -3.588 1.496 0.562
O1 -4.861 0.869 0.749
O2 -2.750 1.588 1.708
O3 -2.738 0.785 -0.553
H1 1.876 2.435 -0.593
H2 1.351 1.302 0.687
H3 2.944 2.068 0.772
H4 2.081 -0.314 -0.777
H5 3.668 0.082 -0.139
H6 4.137 0.303 -2.436
H7 3.769 1.943 -1.923
H8 2.766 1.367 -4.063
H9 1.538 1.843 -2.894
H10 1.781 -1.040 -2.693
H11 2.027 -0.672 -4.374
H12 -0.141 0.394 -4.603
H13 -0.295 -1.238 -3.913
H14 -0.389 0.003 -1.594
H15 -0.555 1.452 -2.575
H16 -2.411 -0.932 -2.479
H17 -2.507 0.173 -3.828
H18 -7.062 1.095 -2.614
H19 -6.022 2.351 -1.982
H20 -6.671 1.085 -0.897
H21 -4.605 -1.338 -0.441
H22 -6.075 -1.633 -1.377
H23 -4.529 -2.147 -2.019
H24 -4.075 2.598 -2.967
H25 -2.349 2.569 -3.124
H26 -2.891 5.624 -1.154
H27 -5.366 5.082 -1.096
H28 -4.798 6.427 -2.040
H29 -6.075 5.699 -3.735
H30 -6.388 4.184 -2.954
H31 -4.961 4.318 -3.957
H32 -4.955 3.248 -0.327
O4 4.254 -1.916 1.993
P2 3.997 -2.924 3.039
N1 2.329 -2.881 3.319
C18 1.644 -3.442 4.469
C19 1.493 -2.875 2.120
N2 4.847 -2.335 4.390
C20 4.337 -2.364 5.746
C21 5.663 -1.146 4.164
N3 4.334 -4.556 3.353
C22 5.775 -4.882 3.421
C23 3.724 -5.463 2.356
H33 1.618 -4.541 4.481
H34 0.611 -3.090 4.461
H35 2.066 -3.103 5.405
H36 1.391 -3.864 1.656
H37 1.907 -2.195 1.378
H38 0.492 -2.518 2.371
H39 3.544 -1.624 5.914
H40 5.149 -2.143 6.443
H41 3.972 -3.356 6.009
H42 5.072 -0.222 4.158
H43 6.195 -1.212 3.220
H44 6.409 -1.074 4.960
H45 6.305 -4.637 2.494
H46 5.881 -5.951 3.607
H47 6.247 -4.353 4.243
H48 4.032 -5.234 1.330
H49 2.637 -5.416 2.409
H50 4.010 -6.489 2.579

Cartesian forces (eV/Å) of the 2 atoms listed first:
C 0.342 -0.445 -0.146
C 0.118 0.392 0.224

Computed properties:
SMILES: CCCCCCCC[C@]1(P(C)C)C[C@@](I)([C@@H](Br)CC)[C@H](Cl)S(=O)(=O)O1.CN(C)P(=O)(N(C)C)N(C)C
net charge: 0

---

Below is 9 unconnected molecules or ions with the total composition C23H50Cl14O6, with properties calculated with wB97M-V/def2-TZVPD.

Atoms and positions in Å:
C1 -4.093 2.897 -1.581
Cl1 -4.005 1.528 -0.400
Cl2 -3.243 2.661 -3.123
H1 -5.190 3.049 -1.872
H2 -3.709 3.734 -1.125
C2 -3.130 6.601 1.764
Cl3 -3.895 6.891 0.163
Cl4 -3.208 7.978 2.896
H3 -3.505 5.778 2.320
H4 -2.100 6.327 1.578
C3 3.040 6.979 0.810
Cl5 2.683 8.819 1.156
Cl6 2.336 5.960 1.943
H5 2.626 6.781 -0.147
H6 4.084 6.967 0.847
Cl7 0.190 3.210 -4.677
C4 1.851 2.821 -4.393
C5 1.959 1.304 -4.613
Cl8 3.563 0.697 -4.197
H7 1.984 3.053 -3.359
H8 2.505 3.445 -4.962
H9 1.713 1.222 -5.673
H10 1.168 0.782 -4.092
Cl9 0.688 -3.720 -6.099
C6 0.252 -4.213 -4.473
C7 -1.239 -4.447 -4.366
Cl10 -2.313 -2.989 -4.568
H11 0.469 -3.333 -3.844
H12 0.779 -5.137 -4.200
H13 -1.444 -4.750 -3.374
H14 -1.645 -5.074 -5.110
Cl11 5.017 4.064 -1.761
C8 4.782 2.573 -0.821
C9 4.827 2.881 0.653
Cl12 4.558 1.314 1.479
H15 5.550 1.877 -1.142
H16 3.870 2.069 -1.110
H17 4.012 3.514 0.868
H18 5.811 3.103 1.063
Cl13 -6.082 -1.482 -0.941
C10 -6.247 -0.694 -2.541
C11 -6.189 -1.738 -3.707
Cl14 -6.376 -0.808 -5.258
H19 -5.461 0.074 -2.610
H20 -7.198 -0.171 -2.526
H21 -7.062 -2.322 -3.713
H22 -5.258 -2.209 -3.676
C12 2.170 -6.368 6.980
O1 1.181 -6.049 6.093
C13 1.741 -6.175 4.783
C14 0.847 -5.590 3.773
O2 0.841 -4.125 3.923
C15 0.373 -3.338 2.925
C16 -0.118 -2.064 3.572
O3 -1.299 -2.396 4.332
C17 -0.957 -2.414 5.699
H23 2.893 -5.526 7.002
H24 2.743 -7.284 6.736
H25 1.742 -6.459 7.948
H26 1.965 -7.221 4.546
H27 2.668 -5.525 4.777
H28 -0.171 -5.941 3.868
H29 1.110 -5.759 2.711
H30 -0.487 -3.735 2.393
H31 1.077 -3.135 2.122
H32 -0.301 -1.309 2.803
H33 0.580 -1.621 4.227
H34 -0.440 -3.369 6.012
H35 -1.951 -2.382 6.183
H36 -0.346 -1.610 5.981
C18 -0.391 3.876 -0.807
O4 -0.634 2.828 0.181
C19 0.586 2.476 0.867
C20 0.926 0.986 0.794
O5 1.463 0.678 -0.445
C21 1.611 -0.711 -0.832
C22 0.281 -1.306 -1.202
O6 0.092 -1.188 -2.559
C23 -0.973 -0.289 -2.884
H37 0.182 4.745 -0.294
H38 -1.379 4.208 -1.112
H39 0.230 3.397 -1.584
H40 0.477 2.755 1.919
H41 1.445 3.058 0.533
H42 0.122 0.297 1.019
H43 1.752 0.872 1.533
H44 2.158 -1.191 -0.036
H45 2.319 -0.668 -1.648
H46 -0.410 -0.783 -0.580
H47 0.288 -2.341 -0.864
H48 -1.877 -0.545 -2.333
H49 -1.189 -0.366 -3.954
H50 -0.670 0.742 -2.590

Cartesian forces (eV/Å) of the 2 atoms listed first:
C -2.690 -1.866 -1.263
Cl 0.075 0.613 -0.842

Computed properties:
SMILES: COCCOCCOC.COCCOCCOC.ClCCCl.ClCCCl.ClCCCl.ClCCCl.ClCCl.ClCCl.ClCCl
net charge: 0

---

Below is a molecular structure, C23H50KN3O4SSi3Te, with properties calculated with wB97M-V/def2-TZVPD.

Atoms and positions in Å:
K1 -0.233 -0.967 -0.736
C1 -3.416 -0.039 -0.468
C2 -3.635 -1.564 -0.273
N1 -2.474 -2.211 0.273
C3 -2.518 -2.720 1.612
C4 -1.224 -2.352 2.365
N2 -0.756 -1.033 2.025
C5 -1.427 0.109 2.596
C6 -2.680 0.489 1.799
N3 -2.376 0.440 0.397
H1 -3.094 0.121 -1.492
H2 -4.388 0.483 -0.325
H3 -4.502 -1.726 0.384
H4 -3.866 -1.984 -1.253
H5 -2.031 -2.850 -0.384
H6 -3.380 -2.296 2.136
H7 -2.620 -3.820 1.656
H8 -1.400 -2.481 3.456
H9 -0.454 -3.058 2.046
H10 0.237 -0.957 2.185
H11 -1.707 -0.043 3.658
H12 -0.744 0.956 2.529
H13 -3.475 -0.224 2.005
H14 -3.027 1.482 2.136
H15 -1.942 1.291 0.069
C7 2.899 -0.784 0.262
O1 1.838 0.099 0.474
Si1 2.006 1.676 0.990
C8 2.178 1.583 2.906
C9 3.778 2.297 0.512
C10 0.545 2.559 0.281
Si2 0.603 2.695 -1.589
C11 -1.125 2.496 -2.395
C12 1.247 4.418 -2.230
C13 1.737 1.511 -2.560
Si3 -0.068 4.054 1.183
C14 1.180 5.521 1.429
C15 -1.593 4.903 0.372
C16 -0.691 3.790 2.990
H16 3.623 -0.364 -0.439
H17 2.508 -1.709 -0.159
H18 3.419 -1.007 1.199
H19 3.039 0.994 3.213
H20 1.303 1.133 3.359
H21 2.294 2.574 3.331
H22 4.583 1.733 0.978
H23 3.907 3.341 0.783
H24 3.910 2.232 -0.562
H25 -1.891 2.975 -1.796
H26 -1.378 1.445 -2.491
H27 -1.165 2.937 -3.388
H28 0.626 5.229 -1.862
H29 1.271 4.483 -3.315
H30 2.255 4.596 -1.869
H31 1.387 0.488 -2.531
H32 2.744 1.524 -2.163
H33 1.804 1.795 -3.608
H34 1.608 5.825 0.479
H35 2.003 5.197 2.059
H36 0.737 6.403 1.890
H37 -1.348 5.252 -0.624
H38 -1.942 5.758 0.950
H39 -2.422 4.210 0.278
H40 0.014 3.202 3.561
H41 -1.639 3.266 3.019
H42 -0.823 4.733 3.514
Te1 0.204 -4.151 -1.842
C17 0.960 -5.736 -0.643
C18 0.228 -6.899 -0.365
C19 0.775 -7.994 0.262
C20 2.107 -7.992 0.658
C21 2.861 -6.851 0.410
C22 2.295 -5.763 -0.215
H43 -0.809 -6.935 -0.682
H44 0.168 -8.877 0.456
H45 2.548 -8.859 1.144
H46 3.905 -6.827 0.713
H47 2.908 -4.889 -0.412
C23 -0.867 -0.433 -4.985
S1 -0.616 -1.644 -3.614
O2 0.778 -1.507 -3.242
O3 -1.015 -2.901 -4.205
O4 -1.509 -1.184 -2.550
H48 -0.472 -0.890 -5.884
H49 -0.349 0.487 -4.761
H50 -1.931 -0.264 -5.073

Cartesian forces (eV/Å) of the 2 atoms listed first:
K 1.373 0.454 1.921
C -0.359 0.033 -0.052

Computed properties:
net charge: -2
ΔE to the lowest compared entry with this formula, charge and spin: 224.7 kJ/mol

---

Number 1: lowest unoccupied orbital energy 0.10 eV. Number 2: lowest unoccupied orbital energy -5.12 eV. Number 3: lowest unoccupied orbital energy 0.27 eV. Number 4: lowest unoccupied orbital energy 0.35 eV. Number 5: lowest unoccupied orbital energy 4.01 eV.